[1]
45
Properties=species:S:1:pos:R:3:forces:R:3 method="wB97M-V/def2-TZVPD" gap_ev=10.0 lumo_energy_ev=-0.605 spin_multiplicity=1 homo_energy_ev=-10.6 de_lowest_kcal_mol=27.48
O 3.00453 0.80536 -0.57647 -0.0901 -0.1568 1.2495
O 0.91553 -1.10464 -3.36747 1.1852 -0.9778 -0.1345
O -1.26647 -1.92264 -1.89847 0.7228 -0.2233 0.8748
O -2.08347 -1.77764 3.23753 1.0742 -0.3830 -0.1128
O 2.43453 -0.14164 2.18053 1.3393 0.1129 -1.2129
O -1.72947 1.64936 1.59853 -0.3977 0.0985 -1.9630
O 0.58553 1.48536 -2.75847 -0.3495 1.5368 0.4928
O 0.45253 0.41336 0.10753 0.0357 0.2831 0.3552
O 0.01653 -2.04264 1.15553 -1.2873 0.7215 1.0641
O 1.21053 -2.04264 3.56553 0.7688 -0.3191 -0.3094
O -2.79347 -1.02064 0.59553 0.7515 -1.5995 -0.3073
O 2.43853 -2.19964 0.00753 0.2669 0.3499 -1.4164
O -1.42847 3.74736 -0.71647 0.3199 -0.5147 -1.2370
O -1.86947 0.76136 -1.47147 0.4085 -0.9144 -0.5301
O 1.35553 3.47236 0.32653 -1.2391 -1.2182 0.4397
H 2.06453 3.92736 -0.06147 1.4868 1.5322 -0.7469
H -2.99247 -1.51164 3.25953 -0.6057 0.2256 -0.1466
H 1.64353 2.57236 0.13753 -0.1831 -0.4201 0.2197
H 0.29853 -1.35164 -2.66647 -0.1965 -0.2688 0.3769
H 0.68853 -2.16064 2.75053 -0.3489 0.0192 0.8172
H -1.65447 -1.89264 -2.76047 -0.7091 -0.1014 -0.6341
H 2.04753 0.65436 -0.45947 0.0127 -0.0934 0.1843
H 1.66453 -1.74564 -3.28647 -0.9682 0.9276 -0.2392
H -1.92947 0.61336 -2.42447 -0.0540 0.0885 0.3000
H 2.66253 -1.25464 0.11853 0.1667 -0.0456 0.5545
H 0.86653 -2.21764 0.77453 1.5637 -0.5399 -1.0979
H 1.97653 0.67536 2.14953 -0.4379 1.4146 -0.2844
H 0.15953 -0.42364 0.52153 0.2484 0.0524 -0.0065
H 2.58853 -2.30264 -0.95947 -0.1917 -0.2269 1.0439
H -0.52447 3.40836 -0.82047 0.3720 0.2131 1.1403
H -0.66347 -2.27164 0.53653 -0.4254 -0.6275 -0.5887
H -3.68547 -0.77664 0.72953 -1.7088 0.0099 0.4583
H -2.53947 1.38036 -1.23847 -0.7491 1.1924 0.3365
H -0.12647 1.93136 -3.23147 0.2717 0.0557 0.0526
H -0.92347 1.40236 1.12553 0.1126 0.2368 -0.5476
H -1.82147 -1.80564 2.29853 -0.4322 0.2255 0.7178
H -1.87847 -1.53264 -1.25547 -0.2094 -0.0201 -0.2728
H 1.96753 -0.62564 2.83553 -0.5399 -1.3607 1.3079
H -2.45547 -0.22664 0.22753 1.0299 1.4728 -0.3214
H 0.66053 -1.70864 4.26353 -0.7733 0.0148 0.2085
H -0.02747 0.53936 -0.71147 -0.4479 0.1339 -0.4558
H -1.64747 3.66336 -1.65447 -0.7092 0.4569 0.0698
H -1.44147 1.48536 2.46053 0.2183 -0.3370 2.5029
H 3.12853 0.84836 -1.50247 0.2467 0.2219 -1.5597
H 0.65053 0.62436 -3.14247 0.4517 -1.2483 -0.6423

***

[2]
42
Properties=species:S:1:pos:R:3:forces:R:3 method="wB97M-V/def2-TZVPD" gap_ev=9.6 smiles="CCCCc1nnc(NC(=O)CS(=O)(=O)Cc2ccccc2)s1" lumo_energy_ev=0.385 spin_multiplicity=1 homo_energy_ev=-9.2 de_lowest_kcal_mol=28.24
S 2.70054 1.72103 -0.83653 0.0509 0.6137 -0.0738
S -0.92129 -0.30602 0.15864 0.0690 0.9488 0.0718
O 3.31226 2.72818 -1.65450 0.4293 0.1820 0.0814
O 1.43286 1.19778 -1.26633 0.0911 -0.1617 -0.0320
O 3.18302 0.90194 2.51137 0.1983 0.1222 0.0932
N 1.10728 0.63951 1.71506 0.1701 -0.3748 0.5210
N -0.42800 2.13922 0.72241 1.1585 0.0404 1.2100
N -1.48351 2.16858 -0.07368 -1.0813 0.5797 -0.9599
C -4.62061 -1.27673 0.36801 -0.0016 0.2437 0.1577
C 2.47004 2.45023 0.84468 0.4916 -0.2708 -0.9177
C -4.55970 0.21606 0.67075 -0.1027 -0.0063 -0.1938
C 2.35059 -2.77235 0.86429 -0.0283 -0.0455 0.0881
C -3.07407 0.80255 -1.33665 -0.4445 0.1229 -0.0265
C -1.89114 1.02231 -0.47219 0.4371 -0.9417 0.1596
C 3.14292 -0.94611 -0.48968 -0.0866 -0.4650 0.0850
C -4.38018 1.08057 -0.57710 0.0945 -0.1126 0.1480
C 1.62780 -2.57432 -1.41065 0.0136 -0.0360 -0.0944
C 2.40137 -1.43790 -1.55958 0.0812 -0.1017 0.0695
C 0.01500 0.95033 0.94325 -1.1583 -0.5951 -0.3873
C 2.30216 1.30560 1.78439 -0.1884 -0.1874 0.3804
C 3.11879 -1.62928 0.72124 0.1529 0.0004 -0.0945
C 1.59562 -3.24132 -0.19709 -0.0479 -0.0296 0.0091
C 3.89275 0.32786 -0.64523 -0.5454 0.5686 0.1029
H -3.00910 1.48953 -2.18278 0.0691 -0.1136 -0.0295
H 4.47945 0.36706 -1.56029 0.0041 0.1338 -0.0563
H -3.66190 -1.64326 0.00918 0.0687 -0.1423 -0.0712
H -3.06554 -0.21891 -1.71510 0.0071 0.0175 -0.1123
H -5.37756 -1.48196 -0.38597 -0.0679 -0.0939 -0.1066
H 1.04670 -2.94016 -2.24361 -0.0482 -0.0314 -0.0852
H -4.38745 2.13110 -0.28299 -0.0323 0.0315 -0.0810
H 0.98768 -4.12590 -0.08033 -0.0486 -0.0882 0.0034
H 3.36665 3.01991 1.06593 0.0527 -0.0805 0.0776
H 1.58671 3.07888 0.77377 0.0095 0.0119 -0.1406
H -5.48782 0.51766 1.16128 0.0548 0.0324 0.0722
H -4.87510 -1.83152 1.26792 0.0007 -0.1339 0.0334
H -3.74286 0.41252 1.36842 -0.0355 0.0557 0.0948
H -5.21538 0.91017 -1.25919 -0.0599 0.0594 -0.0249
H 2.42215 -0.91516 -2.50306 -0.0397 0.0376 -0.1131
H 2.34072 -3.29545 1.80937 0.0165 -0.0576 0.0786
H 3.69951 -1.26228 1.55491 0.0271 0.0536 0.0654
H 4.51442 0.56765 0.21269 0.1401 0.0178 0.0401
H 1.08422 -0.24760 2.20498 0.1284 0.1959 -0.0424

***

[3]
43
Properties=species:S:1:pos:R:3:forces:R:3 method="wB97M-V/def2-TZVPD" gap_ev=8.7 smiles="CCc1ccc(/C=N/NC(=O)C(F)(F)C(F)(F)C(F)(F)C(F)(F)C(F)(F)C(F)(F)F)cc1" lumo_energy_ev=-0.028 spin_multiplicity=1 homo_energy_ev=-8.8 de_lowest_kcal_mol=0.36
F -0.71598 0.86689 1.14976 0.2597 -0.1280 0.1203
F -3.43357 0.35781 -2.28954 0.0481 -0.3202 -0.0157
F -0.22473 0.80286 5.18764 -0.0801 -0.2411 0.2451
F -3.47593 -1.88559 -0.73073 0.2376 -0.0203 -0.0866
F -1.04002 -1.57300 0.53914 -0.0217 0.0421 -0.2053
F -2.77186 -1.86534 1.80278 -0.3112 0.1393 0.0443
F -0.49133 -1.22017 3.21939 0.1955 0.0784 -0.1288
F -0.98621 2.21502 3.75775 -0.2930 0.1401 -0.0893
F -2.30552 -0.35190 4.02575 -0.0875 0.2379 0.0160
F -2.28644 1.42983 -0.80986 0.0980 -0.0317 0.0785
F 0.80486 1.10504 3.32583 0.1730 -0.1312 -0.1311
F -2.71404 1.16310 1.92104 -0.2358 -0.1236 0.1565
F -4.24739 -0.13452 0.26149 0.1427 0.2120 -0.0595
O -1.26796 -1.51567 -2.48505 -0.0211 -0.0738 -0.0932
N 1.06613 -0.02966 -2.31984 0.4360 -0.4532 -0.3329
N -0.13437 0.36334 -1.83816 0.3297 1.0703 0.4439
C 7.26878 -0.68088 -4.14796 0.2012 0.0739 -0.0122
C 4.84384 -1.13169 -3.79542 -0.0027 0.0905 0.0519
C 3.37501 0.38527 -2.64541 0.8427 -0.1640 -0.2793
C 4.45349 1.24876 -2.45415 -0.4726 -0.1811 0.0224
C -0.39385 1.03519 3.89495 0.1400 -0.0238 -0.0230
C 2.06667 0.73623 -2.15046 -0.8643 0.3228 0.3646
C 8.39087 0.33478 -3.97735 -0.1310 -0.2168 -0.0638
C -2.50473 0.19142 -1.32866 -0.0053 -0.1761 -0.2747
C -2.16631 -0.98713 0.98944 0.1267 0.0603 0.0409
C -3.12046 -0.70156 -0.21473 -0.0932 -0.1329 0.1410
C -1.24120 -0.10787 3.24868 0.0273 0.1564 0.0592
C 3.58929 -0.81847 -3.32644 -0.0275 0.1784 0.1039
C -1.20850 -0.43941 -1.96150 -0.7181 0.2502 0.1545
C -1.72813 0.26639 1.81353 0.0519 -0.0942 0.0514
C 5.92670 -0.26918 -3.60820 -0.1160 0.0407 0.0483
C 5.70955 0.92402 -2.92956 0.1981 -0.1587 -0.1314
H 8.14579 1.27104 -4.47358 0.0259 0.1291 -0.0075
H 4.30510 2.18189 -1.92912 -0.0336 0.1011 0.0594
H 1.97102 1.69512 -1.62310 -0.0334 -0.0396 -0.0206
H 9.30531 -0.05368 -4.41983 0.0857 0.0265 -0.0076
H 6.52245 1.61320 -2.76615 0.1117 0.0624 0.0015
H 8.58268 0.53138 -2.92512 0.0528 0.0857 0.0865
H -0.20110 1.26850 -1.36344 -0.1656 -0.4720 -0.1776
H 5.00114 -2.06290 -4.32073 0.0087 -0.1071 -0.0613
H 7.14987 -0.90684 -5.21199 0.0107 -0.0743 0.0451
H 7.55623 -1.61687 -3.65858 -0.0150 -0.0179 -0.0876
H 2.75319 -1.48339 -3.47075 -0.0750 -0.1165 -0.0465

***

[4]
56
Properties=species:S:1:pos:R:3:forces:R:3 method="wB97M-V/def2-TZVPD" gap_ev=4.1 lumo_energy_ev=1.159 spin_multiplicity=1 homo_energy_ev=-3.0 total_charge=-1 de_lowest_kcal_mol=111.06
S -0.86457 2.36552 1.72295 -0.9145 -0.2263 1.4935
F 6.52333 1.34814 2.71735 -0.2200 0.8181 -0.6915
F 6.68802 3.43371 2.02951 -0.2606 -0.8299 -0.1168
F 6.23211 1.83117 0.59205 -0.0352 0.3758 0.9228
O -0.93209 -1.14909 -1.79784 0.8080 0.2046 0.8172
O -2.09810 -1.31079 4.47562 -0.5486 -0.1538 1.0236
O -4.03412 -0.65828 0.56447 0.2598 0.0489 0.5270
O -1.86855 -2.67523 2.66252 -0.9694 -0.9767 -0.4514
O 1.10307 -0.38620 -1.47921 -1.1627 -0.4378 -0.0253
O -4.44517 -0.37856 2.84462 0.1539 -0.0119 -0.6805
O 2.56369 -0.70618 3.23570 -1.1166 0.6466 0.4552
O 1.10635 0.12541 4.66492 0.4995 -0.1099 -1.3404
N 1.46287 -0.16127 3.49716 0.7236 -0.1631 0.2528
N -1.52496 -2.54230 1.32434 1.4688 2.3589 0.9333
N -0.00405 -0.79328 -1.05543 0.3409 0.0337 -0.0288
N -1.80759 -1.41206 3.29669 0.0832 2.3294 -2.5429
C -1.30924 -1.23654 1.14007 -0.4305 -2.3226 0.4211
C 4.51240 2.46818 2.12350 0.3811 -0.1460 -0.2347
C 2.74653 2.87091 3.70028 -0.1884 -0.5051 -0.1067
C -6.89147 -0.67054 2.70896 -0.0744 -0.0659 -0.1115
C 0.59145 0.10238 2.41534 -0.1748 0.0403 1.4093
C -3.50601 3.24370 2.17119 -0.7817 -0.0493 -0.3463
C 1.78852 2.63084 2.68770 0.5646 0.3546 -0.0085
C 3.59623 2.37900 1.08045 -0.1704 0.1492 0.2256
C -1.62851 3.48453 3.90709 0.4735 -0.1520 0.0167
C 4.10078 2.74157 3.42365 -0.3328 0.1523 0.0052
C 2.24153 2.49708 1.36302 0.0145 -0.1169 0.0569
C -6.39141 -1.01982 -0.07765 -0.0641 -0.0310 0.0595
C -7.94108 -0.90476 1.80612 0.0990 -0.0057 -0.0542
C 0.36728 2.55985 3.02411 0.1922 3.4809 0.4470
C -5.61691 -0.62712 2.18879 -0.2913 -0.0188 -0.4408
C -7.69570 -1.07587 0.44130 0.0658 0.0007 0.0714
C -2.13737 3.10006 2.68704 1.2205 0.1460 -0.0420
C -0.15830 -0.80320 0.36797 1.0263 1.4152 -1.5751
C 0.91526 -0.35392 1.14599 -0.9124 -0.5247 -0.5107
C -0.24306 3.23643 4.08655 -0.0213 -0.1361 -0.4413
C -0.70525 0.79892 2.70775 -0.5072 -4.6297 -0.4315
C 5.98018 2.27010 1.85928 0.2487 -0.2565 0.0054
C -5.36924 -0.79700 0.81899 -0.6370 0.0886 0.3290
C -1.87891 -0.36396 2.22879 -0.5729 -2.2073 -0.1011
B -3.47850 -0.40008 1.82039 1.5540 1.3656 1.4249
H 0.32696 3.56481 4.95112 -0.2020 -0.0566 -0.1828
H 2.41544 3.08178 4.71931 0.1518 -0.2269 -0.3392
H 3.93219 2.20194 0.06200 -0.0841 0.0583 0.2143
H -4.03434 4.00356 2.75850 0.0291 -0.0921 -0.1415
H -0.94314 0.85581 3.77673 0.1675 0.5670 -0.4493
H -7.05314 -0.52548 3.77358 -0.0334 -0.0439 -0.1884
H -8.52771 -1.25529 -0.24104 0.2172 0.0535 0.2175
H 4.83295 2.83601 4.22315 -0.1393 0.0034 -0.1752
H -2.25146 3.98998 4.64553 0.1660 -0.2358 -0.1330
H -4.07007 2.30381 2.24390 0.0019 0.3141 -0.0212
H -8.96260 -0.95127 2.18516 0.2638 0.0100 -0.1442
H 1.94472 -0.39232 0.78432 -0.3328 -0.0782 0.1174
H -3.49712 3.55460 1.11880 -0.1270 -0.0419 0.1581
H -6.17562 -1.14200 -1.13582 -0.0979 0.0103 0.1787
H 1.52611 2.45376 0.53806 0.2280 -0.1736 0.2732